(1)
Below is a 7-piece molecular cluster, C22H62N4O10 overall, with properties calculated with ωB97M-V/def2-TZVPD.

The geometry in XYZ format:
```
98
C22H62N4O10 ωB97M-V/def2-TZVPD
C 4.21823 -3.87941 -2.95872
O 3.50536 -4.15682 -4.14333
C 4.30018 -4.80981 -5.12161
C 3.44959 -5.32365 -6.28100
C 2.57336 -6.50453 -5.93163
N 4.30908 -5.71236 -7.42751
H 4.81399 -2.96613 -3.05110
H 4.90688 -4.67939 -2.67419
H 3.48474 -3.72750 -2.17065
H 5.04474 -4.09827 -5.50348
H 4.88071 -5.60319 -4.63414
H 2.88564 -4.47460 -6.67338
H 1.96409 -6.80852 -6.78711
H 1.82790 -6.31737 -5.15729
H 3.19128 -7.36485 -5.66292
H 4.82725 -4.85023 -7.60198
H 5.04722 -6.36587 -7.13800
C 9.13398 -3.95514 -10.70000
O 8.69685 -5.11577 -10.00351
C 9.58052 -6.20688 -10.08443
C 9.15376 -7.24291 -9.03352
C 10.10422 -8.43198 -9.01950
N 7.77549 -7.67720 -9.37133
H 9.76705 -3.29191 -10.10852
H 8.18945 -3.45756 -10.92293
H 9.62774 -4.19522 -11.64369
H 9.68472 -6.63133 -11.08920
H 10.59888 -5.90959 -9.78514
H 9.13032 -6.71295 -8.08121
H 9.80220 -9.03135 -8.15511
H 11.12459 -8.14923 -8.75099
H 10.14135 -9.03213 -9.92533
H 7.76105 -8.12678 -10.28458
H 7.22346 -6.84041 -9.56419
C 5.41805 -8.79164 -1.79278
O 4.47212 -9.48449 -2.56008
C 4.95754 -10.65553 -3.19651
C 3.88414 -11.19280 -4.11599
C 2.70198 -11.68368 -3.27495
N 4.34272 -12.35046 -4.90460
H 4.98570 -7.83113 -1.52085
H 6.31955 -8.58979 -2.38592
H 5.73950 -9.32152 -0.89031
H 5.86043 -10.38974 -3.76154
H 5.20035 -11.38090 -2.40828
H 3.57326 -10.43248 -4.83614
H 1.79491 -12.00474 -3.79013
H 2.37029 -10.79111 -2.72563
H 2.89386 -12.42624 -2.49855
H 5.14232 -12.03508 -5.47831
H 4.78490 -12.99809 -4.24955
C 7.66813 -17.42405 -10.29255
O 7.93201 -16.14086 -9.76248
C 6.73648 -15.41502 -9.57982
C 7.09383 -14.14689 -8.77702
C 7.30938 -14.45122 -7.29057
N 6.02999 -13.15900 -8.92100
H 7.01326 -17.36541 -11.16717
H 7.23253 -18.09975 -9.55251
H 8.57326 -17.91033 -10.65643
H 6.25089 -15.14954 -10.52628
H 5.98222 -15.97090 -9.00503
H 7.99336 -13.70952 -9.21213
H 8.10261 -15.19198 -7.19335
H 6.37262 -14.80596 -6.85720
H 7.60661 -13.54852 -6.75735
H 6.10108 -12.70504 -9.82722
H 5.07618 -13.50851 -8.90434
O 3.73256 -6.72020 -9.99697
C 3.70973 -8.13097 -10.08947
C 3.52385 -8.66392 -11.48284
O 4.68255 -8.72153 -12.33016
H 3.73339 -6.46380 -9.04693
H 4.56144 -8.55533 -9.54439
H 2.81933 -8.45488 -9.52945
H 2.75261 -8.10071 -12.01864
H 3.14661 -9.68947 -11.38941
H 4.40618 -9.17330 -13.12983
O 1.32005 -12.33703 -9.43767
C 1.00230 -11.56813 -8.27719
C 1.96562 -11.89709 -7.15309
O 1.77963 -13.28628 -6.81009
H 1.19313 -13.25431 -9.16760
H 1.02658 -10.50723 -8.51982
H -0.02043 -11.84597 -8.00648
H 1.78422 -11.33567 -6.23155
H 3.02783 -11.83287 -7.40580
H 2.35285 -13.43064 -6.04240
O 6.45242 -7.60077 -6.97475
C 6.26040 -8.85134 -6.32606
C 5.96053 -9.92925 -7.37309
O 6.10368 -11.22914 -6.81413
H 7.15466 -7.74247 -7.66902
H 7.13784 -9.15219 -5.74624
H 5.38866 -8.78374 -5.67472
H 6.59835 -9.84555 -8.25119
H 4.91217 -9.81265 -7.66615
H 6.25075 -11.91778 -7.49988
```

Values from the calculation:
M (g/mol): 542.756
LUMO level (eV): 0.510
Frontier orbital gap (eV): 9.71
SMILES: COC[C@H](C)N.COC[C@H](C)N.COC[C@H](C)N.COC[C@H](C)N.OCCO.OCCO.OCCO
E_HOMO (eV): -9.204
Relative energy (zero: lowest compared OMol25 entry of this formula, charge and spin) (eV): 0.098

(2)
Below is C3H2N2 in the gas phase, with properties calculated with ωB97M-V/def2-TZVPD.

The geometry in XYZ format:
```
7
C3H2N2 ωB97M-V/def2-TZVPD
C -1.41312 -1.07749 0.58788
C -0.13783 0.53072 -0.41537
C -0.49042 -0.10070 0.77245
N -2.19482 -1.90327 0.37792
N 0.62007 1.51251 -0.39774
H -0.66080 0.08236 -1.39762
H 0.04314 0.07629 1.66112
```

Values from the calculation:
M (g/mol): 66.063
LUMO level (alpha / beta) (eV): -1.256 / -2.496
Frontier orbital gap (alpha / beta) (eV): 8.49 / 8.12
E_HOMO (alpha / beta) (eV): -9.748 / -10.612
Relative energy (zero: lowest compared OMol25 entry of this formula, charge and spin) (eV): 3.143

(3)
Below is C23H20F10N4O5Sr as an isolated structure, with properties calculated with ωB97M-V/def2-TZVPD.

The geometry in XYZ format:
```
63
C23H20F10N4O5Sr ωB97M-V/def2-TZVPD
Sr 0.35992 0.53111 -0.08884
O 2.42334 -0.60010 0.54457
C 3.10392 0.01036 1.63366
C 3.20145 1.51504 1.38805
N 1.91170 2.17569 1.24097
C 1.92108 3.40236 0.44772
C 0.50515 3.79143 -0.08997
O 0.27965 4.99654 -0.22579
O -0.25037 2.81398 -0.37621
C 1.21209 2.36334 2.51251
C 0.53863 1.10281 3.12528
O 0.47201 1.06754 4.35882
O 0.08126 0.26457 2.29303
H 1.92551 -1.38430 0.84027
H 4.11364 -0.41000 1.70626
H 2.58414 -0.19870 2.57001
H 3.77198 1.67355 0.46918
H 3.78064 1.95227 2.22065
H 2.56125 3.24924 -0.42660
H 2.31587 4.26080 1.00900
H 0.39527 3.06873 2.34197
H 1.88070 2.80637 3.26488
C -2.74475 0.54983 0.85864
N -2.06943 -0.27866 -0.13868
C -2.22239 -1.69501 0.19258
C -1.26816 -2.65680 -0.50419
N 0.08877 -2.57992 0.01513
C 0.92812 -3.50559 -0.44047
C 0.85527 -4.32692 -1.60850
F -0.14874 -4.17774 -2.51361
C 1.80782 -5.26850 -1.95082
F 1.66450 -5.95837 -3.09994
C 2.92067 -5.50244 -1.16916
F 3.86797 -6.40070 -1.53477
C 3.04658 -4.74929 -0.01093
F 4.09714 -4.97114 0.80556
C 2.09680 -3.82180 0.32880
F 2.24946 -3.20910 1.53084
C -2.51914 0.12982 -1.47709
C -1.70694 -0.33431 -2.69266
N -0.29547 -0.09350 -2.50763
C 0.56569 -0.35905 -3.47433
C 1.93313 0.01211 -3.27685
F 2.25220 0.64850 -2.11594
C 2.94168 -0.20232 -4.17810
F 4.19790 0.19121 -3.89693
C 2.68123 -0.81193 -5.39935
F 3.67255 -1.03855 -6.29510
C 1.37770 -1.18432 -5.65953
F 1.08908 -1.77794 -6.83478
C 0.36412 -0.96734 -4.74720
F -0.87582 -1.38124 -5.12419
H -3.83599 0.37791 0.83940
H -2.35940 0.31241 1.84904
H -2.55132 1.60426 0.65311
H -2.05174 -1.78797 1.26798
H -3.26756 -1.99941 -0.00948
H -1.68307 -3.66294 -0.31417
H -1.33744 -2.51508 -1.58038
H -3.56651 -0.19529 -1.62626
H -2.50927 1.22251 -1.47379
H -1.94511 -1.37890 -2.92014
H -2.11355 0.24158 -3.53991
```

Values from the calculation:
M (g/mol): 710.036
LUMO level (eV): 4.564
Frontier orbital gap (eV): 6.34
E_HOMO (eV): -1.779
Net charge: -2
Relative energy (zero: lowest compared OMol25 entry of this formula, charge and spin) (eV): 0.227

Which value of relative energy (zero: lowest compared OMol25 entry of this formula, charge and spin) does entry 2 give?
3.143 eV

relative energy (zero: lowest compared OMol25 entry of this formula, charge and spin) of number 3 (C23H20F10N4O5Sr)?
0.227 eV

relative energy (zero: lowest compared OMol25 entry of this formula, charge and spin) of number 1 (C22H62N4O10)?
0.098 eV

Please write out number 2 again, unchanged.
Below is C3H2N2 in the gas phase, with properties calculated with ωB97M-V/def2-TZVPD.

The geometry in XYZ format:
```
7
C3H2N2 ωB97M-V/def2-TZVPD
C -1.41312 -1.07749 0.58788
C -0.13783 0.53072 -0.41537
C -0.49042 -0.10070 0.77245
N -2.19482 -1.90327 0.37792
N 0.62007 1.51251 -0.39774
H -0.66080 0.08236 -1.39762
H 0.04314 0.07629 1.66112
```

Values from the calculation:
M (g/mol): 66.063
LUMO level (alpha / beta) (eV): -1.256 / -2.496
Frontier orbital gap (alpha / beta) (eV): 8.49 / 8.12
E_HOMO (alpha / beta) (eV): -9.748 / -10.612
Relative energy (zero: lowest compared OMol25 entry of this formula, charge and spin) (eV): 3.143